No. 1
Formula: C3H10NO2
Source: OMol25
Level of theory: ωB97M-V with the def2-TZVPD basis set

HOMO-LUMO gap ... 7.70 eV
Total charge ... -1
Energy relative to the best compared isomer or geometry (same formula, charge and spin) ... 151.79 kJ/mol
E_LUMO ... 4.3 eV
Calculated total energy ... -8857.22071 eV

Last columns: bonded neighbours and bond lengths (Å).
Atoms and positions in Å:
1 C -0.654 -1.012 -1.109  C2 1.551, N5 1.602, H6 1.134, H7 1.123
2 C -0.471 0.365 -0.420  C1 1.551, C3 1.535, H8 1.221, H9 1.168
3 C 0.743 0.229 0.508  C2 1.535, O4 1.330, H10 1.114, H11 1.205
4 O 0.609 -0.425 1.658  C3 1.330
5 N -0.148 -0.875 -2.622  C1 1.602, H12 1.006, H13 1.043
6 H -1.681 -1.478 -1.219  C1 1.134
7 H -0.188 -1.853 -0.529  C1 1.123
8 H -0.246 1.260 -1.220  C2 1.221
9 H -1.367 0.506 0.317  C2 1.168
10 H 1.022 1.305 0.580  C3 1.114
11 H 1.579 -0.155 -0.271  C3 1.205
12 H 0.063 -1.781 -3.006  N5 1.006
13 H 0.802 -0.463 -2.494  N5 1.043
14 H -0.421 1.581 3.954  O16 0.913
15 H 0.247 0.959 2.616  O16 1.095
16 O 0.111 1.836 3.258  H14 0.913, H15 1.095

No. 2
Formula: C11H12N6OS
Source: OMol25
Level of theory: ωB97M-V with the def2-TZVPD basis set

HOMO-LUMO gap ... 9.73 eV
Energy relative to the best compared isomer or geometry (same formula, charge and spin) ... 186.06 kJ/mol
E_LUMO ... 0.2 eV
SMILES string ... CC1=Nc2nnnn2[C@H](c2sccc2C)[C@H]1C(N)=O
Calculated total energy ... -33421.54748 eV

Last columns: bonded neighbours and bond lengths (Å).
Atoms and positions in Å:
1 C 0.992 -0.394 4.027  C2 1.493, H20 1.088, H21 1.104, H22 1.025
2 C 0.413 -0.523 2.658  C1 1.493, N3 1.298, C16 1.603
3 N 0.031 -1.709 2.297  C2 1.298, C4 1.389
4 C -0.445 -1.996 1.024  N3 1.389, N5 1.298, N8 1.323
5 N -0.626 -3.205 0.586  C4 1.298, N6 1.289
6 N -1.094 -2.980 -0.594  N5 1.289, N7 1.313
7 N -1.091 -1.731 -0.998  N6 1.313, N8 1.358
8 N -0.620 -1.073 0.093  C4 1.323, N7 1.358, C9 1.473
9 C -0.411 0.367 0.323  N8 1.473, C10 1.603, C16 1.586, H23 1.001
10 C 0.241 1.064 -0.966  C9 1.603, S11 1.744, C14 1.369
11 S -0.581 2.433 -1.669  C10 1.744, C12 1.727
12 C 0.645 2.732 -2.848  S11 1.727, C13 1.393, H24 1.128
13 C 1.810 2.061 -2.484  C12 1.393, C14 1.507, H25 1.032
14 C 1.548 1.080 -1.370  C10 1.369, C13 1.507, C15 1.501
15 C 2.645 0.114 -1.032  C14 1.501, H26 1.106, H27 1.186, H28 1.061
16 C 0.386 0.722 1.648  C2 1.603, C9 1.586, C17 1.518, H29 1.020
17 C -0.328 1.894 2.297  C16 1.518, N18 1.323, O19 1.217
18 N -0.355 3.109 1.771  C17 1.323, H30 1.040, H31 1.041
19 O -0.932 1.868 3.353  C17 1.217
20 H 0.258 -0.768 4.738  C1 1.088
21 H 1.152 0.640 4.380  C1 1.104
22 H 1.825 -0.988 4.094  C1 1.025
23 H -1.353 0.694 0.407  C9 1.001
24 H 0.542 3.393 -3.757  C12 1.128
25 H 2.668 2.255 -3.022  C13 1.032
26 H 3.647 0.549 -0.859  C15 1.106
27 H 2.825 -0.647 -1.923  C15 1.186
28 H 2.199 -0.335 -0.182  C15 1.061
29 H 1.374 0.872 1.447  C16 1.020
30 H 0.222 3.231 0.915  N18 1.040
31 H -1.182 3.675 2.051  N18 1.041

No. 3
Formula: C4H6N2O
Source: OMol25
Level of theory: ωB97M-V with the def2-TZVPD basis set

HOMO-LUMO gap ... 10.22 eV
Energy relative to the best compared isomer or geometry (same formula, charge and spin) ... 326.07 kJ/mol
E_LUMO ... 0.6 eV
SMILES string ... CC/C=N\N=C=O
Calculated total energy ... -9270.12238 eV

Last columns: bonded neighbours and bond lengths (Å).
Atoms and positions in Å:
1 C -1.625 -0.601 0.117  C2 1.464, H8 1.031, H9 1.051, H10 1.041
2 C -0.175 -0.732 -0.030  C1 1.464, C3 1.479, H11 1.175, H12 1.132
3 C 0.476 -0.082 -1.188  C2 1.479, N4 1.242, H13 1.089
4 N 1.383 0.765 -1.228  C3 1.242, N5 1.295
5 N 1.626 1.589 -0.260  N4 1.295, C6 1.213
6 C 1.629 1.682 0.950  N5 1.213, O7 1.156
7 O 1.872 2.074 2.010  C6 1.156
8 H -1.824 -1.011 1.043  C1 1.031
9 H -2.184 -1.318 -0.409  C1 1.051
10 H -2.048 0.351 0.097  C1 1.041
11 H 0.259 -0.333 0.987  C2 1.175
12 H 0.128 -1.818 0.072  C2 1.132
13 H 0.483 -0.568 -2.162  C3 1.089

No. 4
Formula: C5H13BS2
Source: OMol25
Level of theory: ωB97M-V with the def2-TZVPD basis set

HOMO-LUMO gap (alpha / beta) ... 7.39 / 8.16 eV
Energy relative to the best compared isomer or geometry (same formula, charge and spin) ... 302.80 kJ/mol
E_LUMO (alpha / beta) ... -0.4 / 0.4 eV
Calculated total energy ... -27738.86873 eV

Last columns: bonded neighbours and bond lengths (Å).
Atoms and positions in Å:
1 B 2.692 -2.538 -0.197  S7 1.712, S8 1.763
2 C -3.039 2.025 0.074  C4 1.571, H9 1.087, H10 1.094, H11 1.158
3 C 0.685 -0.303 1.347  C5 1.468, H12 1.102, H13 1.152
4 C -1.879 0.995 -0.176  C2 1.571, C6 1.560, H14 1.088, H15 1.094
5 C 0.626 0.384 0.052  C3 1.468, C6 1.627, H16 1.126, H17 1.005
6 C -0.478 1.569 0.202  C4 1.560, C5 1.627, H18 1.044, H19 1.073
7 S 3.420 -3.900 0.543  B1 1.712, H20 1.307
8 S 2.555 -1.817 -1.800  B1 1.763, H21 1.311
9 H -3.487 1.881 1.053  C2 1.087
10 H -3.873 1.834 -0.608  C2 1.094
11 H -2.742 3.119 -0.160  C2 1.158
12 H 1.353 0.024 2.160  C3 1.102
13 H 0.378 -1.412 1.384  C3 1.152
14 H -2.088 0.135 0.455  C4 1.088
15 H -1.797 0.679 -1.220  C4 1.094
16 H 0.061 -0.225 -0.709  C5 1.126
17 H 1.590 0.643 -0.063  C5 1.005
18 H -0.327 2.319 -0.509  C6 1.044
19 H -0.332 2.026 1.161  C6 1.073
20 H 3.469 -4.812 -0.392  S7 1.307
21 H 3.211 -2.626 -2.596  S8 1.311